Model P:
The following is a quantum chemistry calculation of 2 unconnected molecules or ions with the total composition C3H8P2, from the OMol25 dataset.

E_LUMO (alpha / beta)   -0.0477 / -0.0345 hartree
Orbital gap (alpha / beta)   0.2493 / 0.2706 Eh
Net charge   0
E_HOMO (alpha / beta)   -8.08 / -8.30 eV

Bonds (Å) are listed after each position.
CARTESIAN COORDINATES (ANGSTROEM)
1 H 0.6267 -1.4923 -1.0271  C11 1.106
2 H 1.3682 0.7636 0.7999  C10 1.052
3 P -1.4653 1.8068 -1.1081  P8 1.986, H12 1.312
4 H -0.6849 -2.3377 1.0950  C7 1.121
5 H -0.9392 -0.8399 1.7175  C7 1.086
6 H 1.9338 0.5325 -0.8166  C10 1.049
7 C -0.1588 -1.3500 1.1603  H4 1.121, H5 1.086, C11 1.501, H13 1.115
8 P -0.1899 3.2990 -0.8071  P3 1.986
9 H -0.6787 -0.2820 -0.5275  C11 1.179
10 C 1.4113 0.1016 -0.0160  H2 1.052, H6 1.049, C11 1.485
11 C 0.2905 -0.8583 -0.1849  H1 1.106, C7 1.501, H9 1.179, C10 1.485
12 H -2.2490 2.2170 -2.0777  P3 1.312
13 H 0.7355 -1.5604 1.7924  C7 1.115

natural (NBO) population analysis, charges in e, atoms 1 to 8:
1 H 0.22
2 H 0.16
3 P -0.03
4 H 0.21
5 H 0.22
6 H 0.17
7 C -0.62
8 P 0.06

Model Q:
The following is a quantum chemistry calculation of C3H8P2 in the gas phase, from the OMol25 dataset.

SMILES string   C=P(C)=PC
E_LUMO (alpha / beta)   -0.0158 / -0.0125 hartree
Orbital gap (alpha / beta)   0.2569 / 0.2639 Eh
Net charge   0
E_HOMO (alpha / beta)   -7.42 / -7.52 eV

Bonds (Å) are listed after each position.
CARTESIAN COORDINATES (ANGSTROEM)
1 H 2.7909 -0.3436 -1.5063  C11 1.025
2 H 3.1381 0.7903 -0.1224  C11 1.129
3 C -0.5670 0.9419 1.0532  P7 1.782, H9 1.157, H13 1.074
4 H -1.5155 -1.6139 0.6538  C6 1.125
5 H 1.9767 1.2294 -1.1199  C11 1.074
6 C -2.0908 -1.0094 -0.1001  H4 1.125, P7 1.822, H8 1.162, H12 1.066
7 P -0.8436 0.2368 -0.5598  C3 1.782, C6 1.822, P10 2.341
8 H -2.5557 -1.6855 -0.9224  C6 1.162
9 H 0.1498 1.8503 1.0565  C3 1.157
10 P 1.1584 -0.8402 -0.0003  P7 2.341, C11 1.857
11 C 2.3914 0.2900 -0.8062  H1 1.025, H2 1.129, H5 1.074, P10 1.857
12 H -2.8369 -0.5276 0.4895  C6 1.066
13 H -1.1959 0.6815 1.8844  C3 1.074

natural (NBO) population analysis, charges in e, atoms 1 to 8:
1 H 0.23
2 H 0.24
3 C -0.78
4 H 0.23
5 H 0.24
6 C -0.97
7 P 0.57
8 H 0.25

Which structure is the least stable? The one labeled model P.

Model P:
The following is a quantum chemistry calculation of C3H6NP in the gas phase, from the OMol25 dataset.

SMILES string   C=CN=[PH]=C
E_LUMO   0.0060 hartree
Orbital gap   0.3070 Eh
Net charge   0
E_HOMO   -8.19 eV

Bonds (Å) are listed after each position.
CARTESIAN COORDINATES (ANGSTROEM)
1 H 0.2772 0.1175 1.1092  C4 1.084
2 H -1.4985 -0.7463 0.4720  C6 1.096
3 H 1.8320 -1.5132 -0.7928  C9 1.066
4 C 1.0716 -0.6056 0.9642  H1 1.084, H8 1.048, C9 1.310
5 H -2.3623 0.9998 0.4116  C6 1.061
6 C -1.6003 0.3019 0.1689  H2 1.096, H5 1.061, P10 1.613
7 H -0.8883 2.0378 -1.5760  P10 1.421
8 H 1.5955 -0.9509 1.8032  C4 1.048
9 C 1.3214 -0.7070 -0.3181  H3 1.066, C4 1.310, N11 1.434
10 P -0.6107 0.7597 -1.0194  C6 1.613, H7 1.421, N11 1.555
11 N 0.8624 0.3062 -1.2228  C9 1.434, P10 1.555

natural (NBO) population analysis, charges in e, atoms 1 to 8:
1 H 0.20
2 H 0.27
3 H 0.19
4 C -0.47
5 H 0.26
6 C -1.09
7 H -0.01
8 H 0.21

Model Q:
The following is a quantum chemistry calculation of C3H6NP in the gas phase, from the OMol25 dataset.

SMILES string   C1=NPCC1
E_LUMO   0.0311 hartree
Orbital gap   0.3495 Eh
Net charge   0
E_HOMO   -8.66 eV

Bonds (Å) are listed after each position.
CARTESIAN COORDINATES (ANGSTROEM)
1 H 0.2754 -1.7027 0.9955  C10 1.102
2 H 1.4267 0.3945 -0.7407  C3 1.079
3 C 0.9860 0.2925 0.2390  H2 1.079, C4 1.441, H7 1.073, C10 1.530
4 C -0.0726 1.2693 0.1891  C3 1.441, N6 1.318, H8 1.178
5 H 0.4989 -1.4136 -0.7617  C10 1.097
6 N -1.3154 1.0301 -0.1793  C4 1.318, P11 1.705
7 H 1.6730 0.3507 1.0616  C3 1.073
8 H 0.2190 2.4081 0.1165  C4 1.178
9 H -2.1020 -1.0475 -1.1832  P11 1.396
10 C 0.1354 -0.9775 0.1774  H1 1.102, C3 1.530, H5 1.097, P11 1.899
11 P -1.7244 -0.6039 0.0857  N6 1.705, H9 1.396, C10 1.899

natural (NBO) population analysis, charges in e, atoms 1 to 8:
1 H 0.23
2 H 0.23
3 C -0.50
4 C 0.14
5 H 0.23
6 N -0.70
7 H 0.24
8 H 0.18

Which structure is the least stable? The one labeled model P.

Model P:
The following is a quantum chemistry calculation of C6H6I2O2 in the gas phase, from the OMol25 dataset.

SMILES string   OC1=C[C@@H](O)C(I)=C[C@@H]1I
E_LUMO   -0.0281 hartree
Orbital gap   0.3059 Eh
Net charge   0
E_HOMO   -9.09 eV

Bonds (Å) are listed after each position.
CARTESIAN COORDINATES (ANGSTROEM)
1 H 0.6464 -1.9034 -1.8531  O3 0.975
2 H -0.5655 2.4259 -0.0320  C7 1.072
3 O -0.1332 -1.3314 -1.9777  H1 0.975, C16 1.370
4 C 1.0636 0.1488 1.2333  C5 1.503, C6 1.302, H13 1.074
5 C 1.1499 -0.5853 -0.0757  C4 1.503, H9 1.032, I11 2.304, C16 1.484
6 C 0.1205 1.0150 1.4660  C4 1.302, C7 1.592, I8 2.066
7 C -0.9223 1.4946 0.3626  H2 1.072, C6 1.592, O10 1.515, C15 1.475
8 I -0.0502 1.9317 3.3091  C6 2.066
9 H 1.3872 -1.5857 0.0113  C5 1.032
10 O -2.3240 1.7353 0.8847  C7 1.515, H12 0.967
11 I 3.0617 0.2046 -1.0903  C5 2.304
12 H -2.9421 1.3010 0.2809  O10 0.967
13 H 1.7889 -0.1086 1.9822  C4 1.074
14 H -1.7687 0.7302 -1.4941  C15 1.101
15 C -1.0159 0.5017 -0.7245  C7 1.475, H14 1.101, C16 1.373
16 C -0.0155 -0.4042 -0.9765  O3 1.370, C5 1.484, C15 1.373

natural (NBO) population analysis, charges in e, atoms 1 to 8:
1 H 0.48
2 H 0.20
3 O -0.65
4 C -0.29
5 C -0.28
6 C -0.12
7 C 0.02
8 I 0.20

Model Q:
The following is a quantum chemistry calculation of 2 unconnected molecules or ions with the total composition C6H6I2O2, from the OMol25 dataset.

SMILES string   O/C(I)=C/C=C(/O)I.C#C
E_LUMO   0.0054 hartree
Orbital gap   0.2998 Eh
Net charge   0
E_HOMO   -8.01 eV

Bonds (Å) are listed after each position.
CARTESIAN COORDINATES (ANGSTROEM)
1 O -1.2392 -1.8800 -2.5178  C9 1.369, H16 0.985
2 H 1.3054 -1.0701 0.2476  C11 1.054
3 C 0.1131 -0.2043 1.8563  I7 2.190, C11 1.365, O14 1.345
4 H 0.7821 0.1104 3.6821  O14 0.926
5 H -0.9470 3.0217 -1.2691  C10 1.064
6 C 0.9575 2.4975 -0.2327  C10 1.224, H12 1.061
7 I -1.8768 0.5623 2.3545  C3 2.190
8 H -1.5283 -1.0180 -0.0309  C13 1.063
9 C -0.2399 -1.6418 -1.6124  O1 1.369, C13 1.356, I15 2.117
10 C 0.0131 2.6527 -0.9950  H5 1.064, C6 1.224
11 C 0.3752 -0.7695 0.6413  H2 1.054, C3 1.365, C13 1.423
12 H 1.9286 2.1731 0.0451  C6 1.061
13 C -0.5355 -1.1902 -0.3682  H8 1.063, C9 1.356, C11 1.423
14 O 1.0194 0.1432 2.7877  C3 1.345, H4 0.926
15 I 1.7196 -2.2814 -2.0926  C9 2.117
16 H -1.8474 -1.1057 -2.4959  O1 0.985

natural (NBO) population analysis, charges in e, atoms 1 to 8:
1 O -0.69
2 H 0.23
3 C 0.25
4 H 0.50
5 H 0.23
6 C -0.22
7 I 0.04
8 H 0.22

Which structure is the least stable? The one labeled model Q.

Model P:
The following is a quantum chemistry calculation of 5 unconnected molecules or ions with the total composition C5H21N2O5, from the OMol25 dataset.

E_LUMO   -0.0942 hartree
Orbital gap   0.3845 Eh
Net charge   +1
E_HOMO   -13.03 eV

Bonds (Å) are listed after each position.
CARTESIAN COORDINATES (ANGSTROEM)
1 H -1.3944 -0.3634 1.4991  N15 1.001
2 H 2.0913 2.2791 1.4644  O11 1.001
3 C 0.1595 -0.5976 0.1507  H9 1.169, C14 1.474, N15 1.544, H30 1.114
4 H -1.5931 2.4896 -1.5352  C26 1.084
5 H 3.3137 2.3143 -2.2585  O31 0.999
6 C -1.8043 1.1734 0.0969  H10 1.153, N15 1.568, C26 1.488, H32 1.119
7 H 1.7111 -4.2640 1.0426  C29 1.126
8 H -0.2194 0.9313 1.3059  N15 0.986
9 H 0.4509 -0.3543 -0.9548  C3 1.169
10 H -2.3528 0.3412 -0.4819  C6 1.153
11 O 1.8805 1.8097 0.6057  H2 1.001, H23 1.101
12 H -1.6878 -0.5048 -2.3508  O24 0.985
13 H -0.6451 3.0725 -0.2151  C26 1.068
14 C -0.3620 -1.9734 0.0661  C3 1.474, N22 1.378, O28 1.231
15 N -0.8477 0.2635 0.9423  H1 1.001, C3 1.544, C6 1.568, H8 0.986
16 H -1.9098 -1.3185 3.5425  O21 0.917
17 H 2.2711 -2.5873 0.8153  C29 1.073
18 H -0.8204 0.2597 -3.4518  O24 1.017
19 H -0.1856 1.7343 -1.2433  C26 1.108
20 H 2.2503 3.3495 -1.6620  O31 0.998
21 O -2.1387 -0.5357 3.1230  H16 0.917, H25 0.966
22 N 0.3604 -3.1092 -0.2278  C14 1.378, H27 0.992, C29 1.521
23 H 2.7586 2.2991 0.1579  O11 1.101
24 O -1.3906 0.3948 -2.6211  H12 0.985, H18 1.017
25 H -2.9879 -0.2053 3.4450  O21 0.966
26 C -1.0207 2.1811 -0.6684  H4 1.084, C6 1.488, H13 1.068, H19 1.108
27 H -0.2213 -3.8647 -0.5025  N22 0.992
28 O -1.5814 -2.1130 -0.0292  C14 1.231
29 C 1.7463 -3.3900 0.3334  H7 1.126, H17 1.073, N22 1.521, H33 1.100
30 H 1.1423 -0.5596 0.6745  C3 1.114
31 O 3.0063 2.7473 -1.4121  H5 0.999, H20 0.998
32 H -2.5168 1.7572 0.7324  C6 1.119
33 H 2.5374 -3.6570 -0.3832  C29 1.100

natural (NBO) population analysis, charges in e, atoms 1 to 8:
1 H 0.48
2 H 0.47
3 C -0.34
4 H 0.26
5 H 0.50
6 C -0.21
7 H 0.22
8 H 0.44

Model Q:
The following is a quantum chemistry calculation of 5 unconnected molecules or ions with the total composition C5H21N2O5, from the OMol25 dataset.

E_LUMO   -0.0972 hartree
Orbital gap   0.3862 Eh
Net charge   +1
E_HOMO   -13.16 eV

Bonds (Å) are listed after each position.
CARTESIAN COORDINATES (ANGSTROEM)
1 H -1.2384 -3.2333 2.9493  O5 0.950
2 O -3.4184 0.9559 -0.0403  H14 0.947, H18 0.950
3 O -2.3171 -1.4488 -2.7454  H15 0.971, H26 0.949
4 N -0.0436 1.1070 -0.8406  H6 1.018, C10 1.499, H25 1.023, H27 1.048
5 O -1.7423 -2.4502 2.7591  H1 0.950, H21 0.976
6 H -0.7482 0.7540 -1.4857  N4 1.018
7 H 0.9595 -1.3856 0.8944  N31 1.010
8 C 2.3823 1.2395 -0.2728  C10 1.548, H13 1.094, C16 1.542, H28 1.096
9 H 2.4703 2.0962 -3.0225  C33 1.092
10 C 1.3429 1.0936 -1.4101  N4 1.499, C8 1.548, H30 1.108, C33 1.531
11 C 0.9330 -0.1552 2.4547  H19 1.093, H23 1.098, H24 1.087, N31 1.511
12 O -1.2702 -1.4922 -0.1010  H22 0.960, H29 0.969
13 H 3.2551 1.6908 -0.7544  C8 1.094
14 H -3.6176 1.8332 0.2567  O2 0.947
15 H -2.0250 -1.3219 -3.6631  O3 0.971
16 C 2.4470 -0.0609 0.5532  C8 1.542, H17 1.088, H20 1.113, N31 1.441
17 H 2.9693 -0.8125 -0.0355  C16 1.088
18 H -4.1673 0.4159 0.1845  O2 0.950
19 H 1.3834 -0.9519 3.0529  C11 1.093
20 H 3.2163 0.0653 1.3474  C16 1.113
21 H -2.5941 -2.3289 3.2194  O5 0.976
22 H -1.4606 -2.1403 0.5811  O12 0.960
23 H -0.1375 -0.3426 2.6124  C11 1.098
24 H 1.1890 0.8775 2.6774  C11 1.087
25 H -0.1791 2.0874 -0.5826  N4 1.023
26 H -2.1850 -2.3643 -2.5312  O3 0.949
27 H 0.0304 0.6327 0.0906  N4 1.048
28 H 2.0415 2.0113 0.4272  C8 1.096
29 H -1.9980 -0.8523 -0.1120  O12 0.969
30 H 1.4228 0.1124 -1.9190  C10 1.108
31 N 1.1081 -0.3894 0.9722  H7 1.010, C11 1.511, C16 1.441
32 O 0.5043 2.6512 -2.9679  C33 1.199
33 C 1.4870 2.1065 -2.5483  H9 1.092, C10 1.531, O32 1.199

natural (NBO) population analysis, charges in e, atoms 1 to 8:
1 H 0.49
2 O -0.96
3 O -0.95
4 N -0.71
5 O -0.99
6 H 0.46
7 H 0.39
8 C -0.42

Which structure is the least stable? The one labeled model P.